A structure of composition C33H33FMoN9O6S at a distorted geometry, computed with ωB97M-V/def2-TZVPD.

E_HOMO (alpha / beta) (eV): -15.63 / -15.91
Net charge: +3
Frontier orbital gap (alpha / beta) (eV): 7.9 / 7.3
Multiplicity: 3
Molecular weight (g mol⁻¹): 798.69

Last column: natural (NBO) charge in e.
Element x y z (Å)
1 Mo -1.2546 0.9979 2.1566  0.96
2 O 3.3178 -1.1566 7.1125  -0.35
3 N 3.8791 -1.0452 6.0394  0.52
4 O 4.9978 -1.4182 5.7769  -0.32
5 C 3.0675 -0.4959 4.9230  0.09
6 C 3.7251 0.2067 3.9927  -0.14
7 C 3.0068 0.8211 2.9155  -0.09
8 C 3.6206 1.5924 1.9119  -0.06
9 C 2.8528 2.1393 0.9185  -0.23
10 C 1.4711 1.9490 0.9437  0.12
11 N 0.8825 1.2448 1.8932  -0.45
12 C 1.6336 0.6642 2.8600  0.25
13 C 0.9446 -0.1313 3.8386  0.24
14 N -0.4036 -0.2715 3.6688  -0.48
15 C -1.0621 -1.0279 4.5344  0.13
16 C -0.4397 -1.6642 5.6037  -0.23
17 C 0.9038 -1.5075 5.7965  -0.06
18 C 1.6419 -0.7177 4.8880  -0.10
19 H 4.8003 0.3110 4.0637  0.27
20 H 4.6927 1.7506 1.9341  0.25
21 H 3.2923 2.7376 0.1328  0.26
22 H 0.8223 2.4062 0.2092  0.23
23 H -2.1261 -1.1332 4.3861  0.22
24 H -1.0315 -2.2690 6.2772  0.26
25 H 1.3932 -1.9759 6.6372  0.28
26 C -1.2455 1.2162 -5.7476  -0.63
27 C -2.2191 0.3976 -4.9198  -0.21
28 N -1.7684 0.2346 -3.5101  -0.29
29 C -2.2130 1.0991 -2.6034  0.19
30 C -1.8750 1.0714 -1.2704  -0.34
31 C -2.4460 2.1583 -0.4184  0.79
32 O -3.3419 2.8584 -0.8037  -0.55
33 O -1.8628 2.2955 0.7687  -0.72
34 C -1.0467 0.0404 -0.7956  0.49
35 O -0.7810 -0.1868 0.4484  -0.68
36 C -0.4917 -0.8510 -1.7835  -0.09
37 C 0.4344 -1.8433 -1.4160  -0.21
38 C 0.9561 -2.6706 -2.3504  0.34
39 F 1.9008 -3.5563 -1.9885  -0.31
40 C 0.5782 -2.6221 -3.7116  0.24
41 C -0.3241 -1.6397 -4.0759  -0.31
42 C -0.8547 -0.7452 -3.1334  0.20
43 N 1.1242 -3.5112 -4.6302  -0.45
44 C 1.3479 -4.9250 -4.3434  -0.24
45 C 2.7317 -5.3422 -4.7988  -0.23
46 N 2.8434 -5.0650 -6.2832  -0.49
47 C 2.5449 -3.6182 -6.6017  -0.23
48 C 1.1781 -3.2355 -6.0523  -0.24
49 H -1.6205 1.3094 -6.7673  0.25
50 H -0.2548 0.7580 -5.7817  0.21
51 H -1.1416 2.2225 -5.3360  0.23
52 H -2.3861 -0.5904 -5.3374  0.22
53 H -3.1909 0.8804 -4.8765  0.24
54 H -2.9050 1.8599 -2.9454  0.26
55 H 0.7513 -1.9333 -0.3866  0.26
56 H -0.6528 -1.5909 -5.1051  0.23
57 H 0.5983 -5.5204 -4.8846  0.20
58 H 1.2322 -5.1527 -3.2913  0.27
59 H 2.9191 -6.4001 -4.6310  0.25
60 H 3.5012 -4.7522 -4.3070  0.24
61 H 2.1895 -5.6663 -6.7871  0.44
62 H 3.7740 -5.3095 -6.6204  0.45
63 H 2.5939 -3.4883 -7.6797  0.25
64 H 3.3283 -3.0302 -6.1322  0.24
65 H 0.3946 -3.7876 -6.5890  0.21
66 H 1.0372 -2.1778 -6.2570  0.25
67 C -2.5511 5.0141 5.8279  -0.42
68 N -2.9315 3.7039 5.2685  -0.54
69 C -3.0910 3.3439 4.0128  0.44
70 S -3.2247 1.6013 3.7041  -0.02
71 N -3.2240 4.1364 2.9715  -0.54
72 C -3.4229 5.5950 2.9170  -0.42
73 H -1.9113 4.8240 6.6838  0.24
74 H -3.4203 5.5809 6.1537  0.23
75 H -1.9760 5.5754 5.1042  0.23
76 H -2.9939 2.9445 5.9250  0.43
77 H -3.2140 3.6588 2.0820  0.44
78 H -3.8780 5.9546 3.8283  0.23
79 H -4.1033 5.8012 2.0971  0.24
80 H -2.4827 6.1128 2.7400  0.23
81 O -3.8213 -0.8822 1.7506  -0.33
82 C -2.9552 -0.1939 1.8997  0.66
83 N -0.1573 3.4329 4.0109  -0.38
84 C -0.6081 2.5998 3.3444  0.00

Atoms 1-6, force components in eV/Å:
0.41 0.83 -0.46
0.26 0.32 -0.13
-0.31 -0.85 0.01
-0.08 0.38 0.01
0.03 0.00 0.36
0.17 0.15 -0.24